Entry 1:
{
  "formula": "C7H10FeN6O4S4",
  "method": "ωB97M-V with the def2-TZVPD basis set",
  "symbols": ["Fe", "O", "S", "O", "O", "O", "N", "C", "N", "C", "C", "S", "C", "C", "S", "C", "N", "N", "H", "H", "H", "H", "H", "H", "N", "C", "N", "S", "H", "H", "H", "H"],
  "positions_angstrom": [[0.507, 0.400, -0.182], [1.175, 2.352, -0.336], [2.361, 1.617, -0.894], [3.468, 2.378, -1.322], [2.623, 0.579, 0.172], [1.688, 0.739, -1.934], [-2.491, 0.613, -1.999], [-2.623, 0.539, -0.653], [-1.613, 0.543, 0.182], [-2.026, 0.428, 1.493], [-3.354, 0.320, 1.657], [-4.151, 0.364, 0.128], [-0.976, 0.440, 2.473], [-1.065, 0.600, 3.798], [0.504, 0.581, 4.505], [1.216, 0.358, 2.937], [0.305, 0.297, 1.970], [2.535, 0.233, 2.788], [-1.595, 0.908, -2.354], [-3.296, 0.846, -2.555], [-3.910, 0.211, 2.574], [-1.949, 0.739, 4.398], [3.143, 0.359, 3.576], [2.911, 0.313, 1.852], [1.982, -1.808, -2.759], [0.737, -2.052, -2.392], [-0.137, -2.520, -3.272], [0.222, -1.912, -0.738], [2.228, -1.810, -3.739], [2.517, -1.170, -2.185], [0.102, -2.656, -4.242], [-1.037, -2.830, -2.947]],
  "lowdin_charge": [0.595, -0.308, 0.364, -0.195, -0.353, -0.370, 0.127, -0.665, 0.006, -0.326, -0.308, 1.119, -0.335, -0.320, 1.119, -0.620, 0.039, 0.140, 0.106, 0.109, 0.092, 0.091, 0.117, 0.064, 0.151, -0.809, 0.137, 0.763, 0.138, 0.096, 0.131, 0.108],
  "homo_ev": [-11.233, -11.236],
  "charge": 1,
  "spin_multiplicity": 2,
  "e_tot_ha": -3758.5592,
  "de_lowest_kcal_mol": 38.0,
  "lumo_energy_ev": [-5.275, -4.333],
  "orbital_gap_ev": [5.96, 6.90]
}

=====

Entry 2:
{
  "formula": "C4HCl4N3O2",
  "method": "ωB97M-V with the def2-TZVPD basis set",
  "symbols": ["C", "C", "C", "C", "N", "N", "N", "O", "O", "Cl", "Cl", "Cl", "Cl", "H"],
  "positions_angstrom": [[-0.225, 1.707, -0.395], [1.207, 1.572, -0.100], [0.219, -1.477, -0.133], [-1.118, 0.516, -0.587], [1.767, 0.522, 0.266], [-0.629, -0.662, 0.260], [0.652, -2.597, 0.699], [0.034, -3.614, 0.554], [1.554, -2.452, 1.498], [-0.777, 3.196, -0.828], [2.149, 2.965, -0.613], [-1.220, 0.033, -2.312], [-1.417, -0.462, 1.923], [-2.197, 0.752, -0.231]],
  "lowdin_charge": [-0.772, -0.844, -0.055, -0.730, 0.234, -0.415, -0.437, 0.098, 0.083, 0.783, 0.659, 0.669, 0.611, 0.114],
  "homo_ev": [-9.702, -10.314],
  "charge": 0,
  "spin_multiplicity": 3,
  "e_tot_ha": -2308.2149,
  "lumo_energy_ev": [-1.281, -2.135],
  "orbital_gap_ev": [8.42, 8.18]
}

=====

Entry 3:
{
  "formula": "C15H62BNO27",
  "method": "ωB97M-V with the def2-TZVPD basis set",
  "symbols": ["C", "C", "C", "C", "N", "C", "C", "C", "C", "C", "C", "C", "H", "H", "H", "H", "H", "H", "H", "H", "H", "H", "H", "H", "H", "H", "H", "H", "H", "H", "H", "H", "H", "H", "H", "H", "O", "C", "O", "B", "O", "C", "O", "O", "C", "O", "C", "O", "O", "O", "H", "H", "O", "H", "H", "O", "H", "H", "O", "H", "H", "O", "H", "H", "O", "H", "H", "O", "H", "H", "O", "H", "H", "O", "H", "H", "O", "H", "H", "O", "H", "H", "O", "H", "H", "O", "H", "H", "O", "H", "H", "O", "H", "H", "O", "H", "H", "O", "H", "H", "O", "H", "H", "O", "H", "H"],
  "positions_angstrom": [[3.003, -52.505, -13.547], [2.260, -51.377, -14.138], [1.917, -50.379, -13.064], [1.517, -49.042, -13.695], [0.666, -48.167, -12.762], [0.696, -46.798, -13.285], [1.887, -46.082, -12.588], [2.332, -46.947, -11.523], [1.196, -47.982, -11.332], [-0.745, -48.712, -12.752], [-1.419, -48.812, -14.123], [-2.918, -49.168, -13.802], [2.978, -53.486, -14.106], [2.606, -52.854, -12.384], [3.988, -52.022, -13.481], [1.219, -51.569, -14.662], [2.749, -51.048, -15.076], [2.721, -50.319, -12.367], [1.277, -50.894, -12.480], [0.865, -49.236, -14.609], [2.543, -48.450, -13.836], [-0.273, -46.379, -13.070], [0.769, -46.788, -14.488], [1.696, -45.039, -12.300], [2.626, -46.022, -13.515], [2.781, -46.545, -10.720], [3.297, -47.399, -11.604], [0.578, -47.668, -10.613], [1.585, -48.876, -10.729], [-1.375, -48.176, -12.175], [-0.798, -49.604, -12.295], [-1.059, -49.362, -14.692], [-1.476, -47.681, -14.484], [-3.457, -49.067, -14.726], [-3.517, -48.679, -13.084], [-2.932, -50.107, -13.821], [3.724, -41.782, -12.063], [2.719, -42.011, -11.417], [2.302, -43.140, -11.180], [1.267, -43.111, -10.125], [1.173, -41.620, -9.937], [2.042, -41.092, -10.525], [2.470, -39.948, -10.322], [1.645, -43.724, -8.917], [1.010, -44.746, -8.825], [1.203, -45.839, -8.221], [-0.005, -44.706, -9.820], [0.058, -43.745, -10.589], [-0.942, -45.528, -9.888], [-2.498, -45.391, -13.922], [-2.706, -45.273, -13.007], [-3.348, -45.538, -14.440], [6.850, -53.068, -13.927], [7.411, -52.311, -14.298], [5.913, -53.121, -14.429], [-0.810, -43.542, -15.005], [-1.095, -44.302, -14.556], [-0.510, -43.985, -15.817], [2.267, -52.342, -10.094], [2.163, -52.367, -9.120], [1.400, -52.239, -10.401], [1.521, -44.985, -16.222], [2.356, -45.327, -16.300], [0.729, -45.380, -16.782], [-6.467, -48.556, -11.841], [-6.794, -49.390, -11.668], [-5.661, -48.674, -11.347], [-0.258, -54.106, -14.411], [-1.047, -53.837, -14.925], [-0.194, -55.122, -14.405], [4.607, -48.555, -8.807], [5.351, -48.328, -8.281], [4.841, -48.179, -9.642], [-4.536, -46.417, -15.697], [-5.117, -45.944, -16.350], [-3.934, -46.983, -16.199], [1.925, -53.659, -16.545], [1.267, -53.773, -17.294], [1.272, -53.648, -15.743], [-2.060, -47.639, -8.716], [-2.465, -47.194, -7.937], [-1.737, -47.028, -9.294], [1.916, -42.766, -14.465], [1.028, -42.849, -14.649], [2.079, -43.589, -15.059], [-1.681, -51.118, -17.249], [-1.531, -51.354, -18.168], [-1.521, -50.132, -17.349], [3.350, -56.041, -15.846], [4.220, -56.460, -15.605], [3.360, -55.055, -15.823], [3.619, -47.327, -16.038], [4.011, -46.953, -16.758], [4.266, -47.664, -15.333], [5.994, -48.373, -11.542], [5.677, -47.992, -12.345], [6.194, -49.362, -11.676], [1.857, -49.472, -17.289], [2.306, -49.910, -17.940], [2.593, -48.899, -16.904], [-4.248, -53.111, -13.463], [-3.862, -52.457, -12.809], [-3.982, -52.833, -14.325], [-3.180, -51.719, -11.275], [-2.207, -51.939, -11.081], [-3.427, -51.198, -10.359]],
  "lowdin_charge": [-0.106, -0.318, -0.213, -0.051, -0.172, -0.116, -0.121, -0.158, -0.016, -0.092, -0.119, -0.018, 0.068, 0.147, 0.069, 0.136, 0.108, 0.106, 0.066, 0.138, 0.165, 0.106, 0.165, 0.111, 0.146, 0.089, 0.095, 0.075, 0.171, 0.102, 0.096, -0.038, 0.144, 0.075, 0.083, -0.020, 0.146, -0.493, 0.268, -0.834, 0.331, -0.537, 0.119, 0.387, -0.441, 0.124, -0.444, 0.356, 0.084, -0.062, 0.049, 0.053, -0.153, 0.059, 0.089, -0.024, -0.041, 0.031, -0.045, 0.069, -0.017, -0.060, -0.031, 0.142, -0.012, -0.010, 0.023, -0.094, 0.053, 0.107, -0.034, 0.020, -0.026, -0.062, 0.088, 0.044, -0.127, 0.075, 0.041, -0.056, 0.063, -0.096, -0.048, -0.070, 0.043, -0.084, 0.027, 0.061, -0.112, 0.059, -0.003, -0.033, 0.002, 0.109, -0.061, 0.003, 0.102, -0.048, -0.022, 0.034, -0.078, 0.003, -0.001, -0.142, 0.079, 0.150],
  "homo_ev": -8.509,
  "charge": 0,
  "e_tot_ha": -2719.5893,
  "de_lowest_kcal_mol": 57.0,
  "lumo_energy_ev": -1.266,
  "orbital_gap_ev": 7.24
}

=====

Entry 4:
{
  "formula": "C2H8N2O2",
  "method": "ωB97M-V with the def2-TZVPD basis set",
  "symbols": ["C", "N", "C", "N", "O", "O", "H", "H", "H", "H", "H", "H", "H", "H"],
  "positions_angstrom": [[-0.465, -1.517, -0.780], [-0.202, -0.740, 0.414], [0.243, 0.708, 0.425], [0.004, 1.323, -0.838], [-0.426, 1.369, 1.470], [1.569, 0.494, 0.716], [-1.539, -1.574, -0.957], [0.022, -1.094, -1.655], [-0.048, -2.521, -0.653], [-0.619, -1.053, 1.281], [0.742, 1.983, -1.048], [-0.903, 1.768, -0.857], [0.184, 1.391, 2.217], [1.438, -0.537, 0.263]],
  "lowdin_charge": [-0.128, -0.074, -0.750, 0.127, 0.032, -0.038, 0.071, 0.075, 0.075, 0.124, 0.093, 0.094, 0.102, 0.198],
  "homo_ev": -8.807,
  "charge": 0,
  "e_tot_ha": -340.9527,
  "de_lowest_kcal_mol": 48.8,
  "lumo_energy_ev": 0.825,
  "orbital_gap_ev": 9.63,
  "smiles": "CNC(N)(O)O"
}

=====

Entry 5:
{
  "formula": "CH5NOS2",
  "method": "ωB97M-V with the def2-TZVPD basis set",
  "symbols": ["C", "N", "O", "S", "S", "H", "H", "H", "H", "H"],
  "positions_angstrom": [[-0.565, 1.149, 0.651], [-0.032, 0.255, -1.769], [0.653, -1.558, 0.627], [-1.051, -0.068, -0.592], [2.138, -0.825, 0.480], [-0.359, 2.069, 0.206], [0.088, 0.479, 1.355], [-1.543, 1.367, 1.161], [-0.052, -0.441, -2.620], [0.723, -2.428, 0.500]],
  "lowdin_charge": [-0.369, -0.426, -0.658, 0.756, 0.635, 0.015, 0.024, 0.042, 0.035, -0.053],
  "homo_ev": [-7.400, -9.277],
  "charge": 0,
  "e_tot_ha": -967.3102,
  "de_lowest_kcal_mol": 104.9,
  "lumo_energy_ev": [-1.563, 0.120],
  "orbital_gap_ev": [5.84, 9.40]
}

=====

Entry 6:
{
  "formula": "C8H15Br",
  "method": "ωB97M-V with the def2-TZVPD basis set",
  "symbols": ["C", "C", "C", "C", "Br", "C", "C", "C", "C", "H", "H", "H", "H", "H", "H", "H", "H", "H", "H", "H", "H", "H", "H", "H"],
  "positions_angstrom": [[-0.334, -2.861, -0.363], [-0.666, -1.628, -0.724], [-0.723, -0.393, 0.148], [-0.515, -0.763, 1.597], [-2.533, 0.191, -0.022], [0.186, 0.819, -0.187], [0.052, 1.370, -1.590], [1.716, 0.267, -0.076], [-0.110, 2.007, 0.699], [-0.373, -3.538, -1.179], [0.104, -3.246, 0.517], [-0.916, -1.673, -1.795], [-0.667, -0.038, 2.328], [0.529, -1.178, 1.812], [-1.384, -1.396, 1.767], [-0.764, 2.055, -1.684], [-0.076, 0.519, -2.301], [0.937, 1.944, -1.855], [1.943, 0.073, 1.033], [1.861, -0.817, -0.398], [2.285, 0.984, -0.642], [-0.006, 1.986, 1.748], [-1.098, 2.500, 0.560], [0.552, 2.819, 0.608]],
  "lowdin_charge": [0.018, -0.234, -0.838, -0.137, 0.858, -0.589, -0.087, -0.015, -0.112, 0.048, 0.053, 0.106, 0.050, 0.113, 0.072, 0.062, 0.097, 0.081, 0.089, 0.094, 0.060, 0.063, 0.077, 0.071],
  "homo_ev": -9.584,
  "charge": 0,
  "e_tot_ha": -2887.7618,
  "de_lowest_kcal_mol": 32.4,
  "lumo_energy_ev": 0.761,
  "orbital_gap_ev": 10.35,
  "smiles": "C=C[C@](C)(Br)C(C)(C)C"
}